Record 1
C4H3InLiO as an isolated structure, computed with ωB97M-V/def2-TZVPD.

Net charge: -1
Highest occupied orbital energy (spin up / spin down): -1.64 / -3.42 eV
Total energy: -426.80771 a.u.
Kohn-Sham gap (spin up / spin down): 4.28 / 6.10 eV

XYZ file:
```
10
Properties=species:S:1:pos:R:3:forces:R:3
H 1.98275 -1.33186 0.62352 -0.2 -0.4 -0.9
O 1.18864 0.43410 -0.18192 -0.8 -2.8 -3.6
C 1.07219 -0.84961 0.22791 0.1 3.4 1.2
C -0.16119 -1.19924 0.78848 0.0 -3.1 -2.7
H 0.18568 -2.18604 0.03542 -2.2 0.5 2.6
H -0.50992 -1.21609 1.82129 -0.3 -0.1 -0.7
In 1.59340 1.72483 1.15540 1.4 3.3 3.5
Li -0.94962 1.20057 -0.25892 0.0 -0.3 -0.2
C -2.85881 0.42385 -0.87417 0.5 -0.4 0.4
C -2.20369 -0.47620 -0.28361 1.6 -0.1 0.5
```
Forces are in eV/Å.

Results of the Löwdin charge analysis, in e, for atoms 1 through 2: number 1, H, carries 0.093; number 2, O, carries -0.624

Record 2
C4H3KO4 as an isolated structure, computed with ωB97M-V/def2-TZVPD.

Net charge: +1
Energy relative to the best compared isomer or geometry (same formula, charge and spin): 0.672 eV
Highest occupied orbital energy (spin up / spin down): -13.14 / -13.17 eV
Total energy: -1054.81101 a.u.
Multiplicity: 2
Kohn-Sham gap (spin up / spin down): 8.86 / 7.95 eV

XYZ file:
```
12
Properties=species:S:1:pos:R:3:forces:R:3
C -1.37592 -0.80152 0.20140 0.2 -0.5 1.1
C -0.05178 -0.76384 0.29587 1.7 -2.6 -2.8
H -1.85504 -1.75723 0.41216 0.1 0.3 -0.1
O 0.67241 0.33983 -0.12677 0.0 1.9 0.2
C 1.90126 0.03773 -0.51239 0.5 0.4 0.7
O 2.89787 0.39411 0.02634 0.3 0.0 -0.6
K 5.66829 0.46445 0.07720 -0.1 0.0 0.0
O -1.88686 1.58181 0.03113 0.5 0.5 -0.1
C -2.32023 0.32450 -0.04153 -1.5 -0.3 -0.8
O -3.47579 0.10860 -0.32597 1.1 -0.1 0.6
H -0.93604 1.66717 -0.12581 -0.1 -0.1 0.3
H 0.76183 -1.59561 0.08838 -2.8 0.5 1.6
```
Forces are in eV/Å.

Results of the natural (NBO) charge analysis, in e, for atoms 1 through 2: number 1, C, carries -0.313; number 2, C, carries 0.114

Record 3
C4H3LiLuO2 as an isolated structure, computed with ωB97M-V/def2-TZVPD.

Net charge: +3
Energy relative to the best compared isomer or geometry (same formula, charge and spin): 2.549 eV
Highest occupied orbital energy (spin up / spin down): -20.11 / -19.94 eV
Total energy: -1546.41463 a.u.
Kohn-Sham gap (spin up / spin down): 6.83 / 6.88 eV

XYZ file:
```
11
Properties=species:S:1:pos:R:3:forces:R:3
H -4.64372 -2.37658 2.79334 0.3 0.0 0.8
C 0.51243 -1.04292 0.31818 -1.2 -0.3 -0.3
C -0.51369 -0.04212 0.64723 -0.3 0.3 -0.4
C -1.79036 -0.34101 0.43764 -0.1 -0.7 1.7
C -2.93957 -0.92688 0.52497 0.0 0.4 -2.5
O -3.99998 -1.38966 0.30324 0.7 0.2 1.3
O 1.71278 -0.79420 0.31756 2.6 1.2 0.6
Lu 3.72998 0.37845 0.75458 -1.4 -1.0 -0.4
H 0.16999 -2.04586 0.01442 0.2 0.2 0.1
H -0.17227 0.95139 0.96155 -0.2 -0.2 -0.1
Li -5.48034 -2.40756 1.23826 -0.7 0.0 -0.9
```
Forces are in eV/Å.

Results of the natural (NBO) charge analysis, in e, for atoms 1 through 2: number 1, H, carries 0.028; number 2, C, carries 0.511

Record 4
C4H3LiNiO as an isolated structure, computed with ωB97M-V/def2-TZVPD.

Net charge: 0
Highest occupied orbital energy (spin up / spin down): -5.69 / -7.64 eV
Total energy: -1744.97746 a.u.
Multiplicity: 3
Kohn-Sham gap (spin up / spin down): 4.90 / 6.85 eV

XYZ file:
```
10
Properties=species:S:1:pos:R:3:forces:R:3
C -3.11793 -0.10936 0.59918 -3.0 -7.3 -3.2
C -3.36521 -1.34707 0.05303 0.3 7.7 3.3
H -4.01664 0.53385 0.77863 1.6 0.4 0.1
H -4.39850 -1.73354 -0.00035 1.0 -0.8 -0.3
Ni 2.00570 0.41528 -0.81025 -0.6 -0.3 -0.3
C 0.21805 0.00174 0.13913 -0.5 -1.2 -0.8
C -0.17960 -0.91563 -0.68329 1.3 1.7 1.2
O -0.31499 -1.70071 -1.58997 -0.2 -0.1 -0.7
H -0.17640 0.35537 1.08651 0.1 -0.1 -0.4
Li 0.72669 -1.00053 -3.12577 0.0 0.0 0.9
```
Forces are in eV/Å.

Results of the natural (NBO) charge analysis, in e, for atoms 1 through 2: number 1, C, carries -0.246; number 2, C, carries -0.237